No. 1
Density functional theory data (ωB97M-V/def2-TZVPD) for an isolated ion of composition C3H8NO and charge -1.

Last column: Löwdin charge in e.
Element x y z (Å)
C (0.516, 1.491, -0.443)  -0.19
N (-0.249, 0.414, -1.017)  -0.16
C (0.094, -0.884, -0.456)  -0.27
C (-0.477, -1.064, 0.998)  -0.56
O (-1.611, -0.391, 1.205)  -0.36
H (-0.064, 2.420, -0.455)  0.06
H (1.464, 1.723, -0.969)  0.06
H (0.785, 1.326, 0.609)  0.06
H (-1.224, 0.565, -0.763)  0.07
H (1.189, -0.955, -0.414)  0.09
H (-0.242, -1.664, -1.140)  0.08
H (0.362, -0.798, 1.707)  0.06
H (-0.544, -2.182, 1.138)  0.06

Properties
LUMO level (eV): 4.5
E_HOMO (hartree): -0.0849
HOMO-LUMO gap (eV): 6.8
Total charge: -1
SMILES: CNCC[O-]

---

No. 2
Density functional theory data (ωB97M-V/def2-TZVPD) for a 2-piece molecular cluster, C3H8NO overall.

Last column: Löwdin charge in e.
Element x y z (Å)
C (2.170, 0.785, -0.456)  -0.24
O (0.954, 1.469, -0.604)  -0.16
H (2.373, -0.015, -1.176)  0.06
H (2.190, 0.262, 0.500)  0.05
H (2.975, 1.523, -0.484)  0.06
C (-2.414, -0.395, 0.269)  -0.16
C (-1.231, -1.087, 0.109)  -0.53
N (-0.064, -0.963, 0.735)  -0.10
H (-2.591, 0.222, 1.145)  -0.02
H (-3.184, -0.471, -0.487)  -0.03
H (-1.281, -1.802, -0.706)  0.05
H (-0.187, -0.318, 1.511)  -0.01
H (0.290, 0.792, -0.356)  0.03

Properties
LUMO level (eV): 4.3
E_HOMO (hartree): -0.0692
HOMO-LUMO gap (eV): 6.2
Total charge: -1

---

No. 3
Density functional theory data (ωB97M-V/def2-TZVPD) for an isolated ion of composition C3H8NO and charge -1.

Last column: Löwdin charge in e.
Element x y z (Å)
C (0.152, -1.465, -1.091)  -0.19
N (-0.314, -0.083, -0.959)  -0.15
C (-0.646, 0.282, 0.428)  -0.27
C (0.274, 1.375, 1.029)  -0.61
O (-0.132, 2.618, 0.841)  -0.35
H (0.265, -1.698, -2.158)  0.06
H (-0.574, -2.149, -0.641)  0.06
H (1.086, -1.652, -0.557)  0.06
H (0.492, 0.494, -1.184)  0.07
H (-0.612, -0.610, 1.067)  0.08
H (-1.642, 0.727, 0.498)  0.09
H (1.293, 1.091, 0.601)  0.07
H (0.358, 1.070, 2.126)  0.07

Properties
LUMO level (eV): 4.1
E_HOMO (hartree): -0.0807
HOMO-LUMO gap (eV): 6.3
Total charge: -1
SMILES: CNCC[O-]

---

No. 4
Density functional theory data (ωB97M-V/def2-TZVPD) for C3H8NO as an isolated structure.

Last column: Mulliken spin population.
Element x y z (Å)
C (0.868, -0.695, -2.214)  0.00
O (0.946, -0.959, -0.852)  0.00
H (1.712, -1.240, -2.695)  0.00
H (-0.042, -1.165, -2.702)  0.00
H (0.885, 0.398, -2.444)  0.00
C (-0.055, 0.311, 2.492)  0.53
C (-0.858, 0.781, 1.460)  -0.01
N (-0.820, 0.477, 0.183)  0.46
H (0.738, -0.415, 2.284)  0.03
H (-0.208, 0.543, 3.525)  0.02
H (-1.593, 1.556, 1.671)  0.00
H (-1.600, 0.831, -0.356)  -0.02
H (0.028, -0.422, -0.354)  0.00

Properties
LUMO level (alpha / beta) (eV): 0.7 / -2.1
E_HOMO (alpha / beta) (hartree): -0.3057 / -0.3050
HOMO-LUMO gap (alpha / beta) (eV): 9.0 / 6.2
Spin multiplicity: 2

---

It is found that the relative energy (zero: lowest compared OMol25 entry of this formula, charge and spin) values, taken in the order of the records, are 11.6; 15.0; 18.2; 22.1 kcal/mol.
It is found that the largest force on an atom values, taken in the order of the records, are 0.88; 1.05; 0.76; 3.32 eV/Å.